(1)
{"formula": "C3H4Br2", "method": "ωB97M-V with the def2-TZVPD basis set", "symbols": ["C", "C", "C", "Br", "Br", "H", "H", "H", "H"], "positions_angstrom": [[0.56917, -1.45157, -0.53419], [-0.09283, -0.39732, -0.90717], [-0.52582, 1.56502, 0.90627], [-1.13316, -0.14648, -2.49852], [0.75136, 0.96081, 2.15502], [0.78500, -2.35722, -1.15317], [1.08295, -1.49168, 0.48155], [-0.02995, 2.27637, 0.35683], [-1.40672, 1.04206, 1.19337]], "forces_ev_per_a": [[1.52, -1.11, 1.16], [-1.16, 0.79, -0.40], [1.39, -3.38, 1.50], [0.64, -0.04, 0.84], [0.29, 0.00, 0.38], [-0.50, 0.92, 0.32], [-0.79, 0.33, -1.28], [-0.34, 1.73, -1.67], [-1.05, 0.75, -0.85]], "mulliken_charge": [-0.435, 0.137, -0.714, -0.125, -0.072, 0.264, 0.102, 0.433, 0.411], "homo_lumo_gap_ev": [8.725, 7.712], "homo_ev": [-9.076, -8.631], "largest_force_ev_per_a": 4.0, "energy_ev": -143255.63315, "spin_multiplicity": 1}

***

(2)
{"formula": "C3H4Br2O", "method": "ωB97M-V with the def2-TZVPD basis set", "symbols": ["C", "C", "C", "O", "Br", "Br", "H", "H", "H", "H"], "positions_angstrom": [[-0.18224, 0.30057, 1.05268], [0.57079, 0.61656, 2.15564], [0.25326, 0.28366, -0.32725], [-0.18161, 1.63611, 1.78832], [-0.63542, -1.90568, 4.20628], [2.39818, 0.45959, 2.64564], [-1.10401, -0.16038, 1.24329], [1.22275, -0.20539, -0.42914], [0.43452, 1.35188, -0.47932], [-0.38798, -0.10797, -1.11644]], "forces_ev_per_a": [[-2.16, -1.03, -1.07], [1.65, -0.04, 2.46], [1.60, 0.95, -1.27], [0.94, -0.15, 0.37], [0.25, 0.65, -0.49], [-0.99, 0.43, -0.30], [-1.14, -0.82, 0.46], [0.06, -0.04, 0.03], [0.17, -0.03, -0.76], [-0.38, 0.07, 0.57]], "mulliken_charge": [0.406, -0.009, -1.085, -0.348, -0.268, -0.007, 0.410, 0.285, 0.300, 0.316], "homo_lumo_gap_ev": [5.140, 8.832], "homo_ev": [-8.167, -9.861], "largest_force_ev_per_a": 3.0, "energy_ev": -145303.92077, "spin_multiplicity": 1}

***

(3)
{"formula": "C3H4BrClO", "method": "ωB97M-V with the def2-TZVPD basis set", "symbols": ["C", "C", "Cl", "C", "O", "Br", "H", "H", "H", "H"], "positions_angstrom": [[-0.46948, -0.23075, -0.01576], [0.76084, -0.21218, 0.83474], [0.44414, -0.33572, 2.54041], [1.81680, -1.42346, 0.50088], [1.91327, -2.43372, 1.08949], [2.73814, -1.22712, -1.23130], [-1.30525, 0.38103, 0.29656], [-0.16334, 0.22724, -0.94499], [-1.04542, -1.08901, -0.50226], [1.22804, 0.83215, 0.67023]], "forces_ev_per_a": [[-1.64, -0.58, -2.84], [1.92, 0.19, -0.34], [-0.32, -0.06, 0.96], [-1.59, 0.80, -0.50], [0.13, 0.47, 0.18], [-0.14, 0.29, 0.30], [0.27, 0.45, 0.83], [0.23, 0.51, -0.42], [1.44, -0.09, 1.63], [-0.31, -1.97, 0.20]], "mulliken_charge": [-1.204, 0.256, -0.168, 0.345, -0.362, -0.185, 0.373, 0.345, 0.303, 0.296], "homo_lumo_gap_ev": 11.114, "smiles": "C[C@@H](Cl)C(=O)Br", "homo_ev": -10.650, "largest_force_ev_per_a": 3.3, "energy_ev": -87787.55804, "spin_multiplicity": 1}

***

(4)
{"formula": "C3H4BrF", "method": "ωB97M-V with the def2-TZVPD basis set", "symbols": ["C", "C", "C", "F", "Br", "H", "H", "H", "H"], "positions_angstrom": [[-1.43401, 1.21586, -0.32821], [-1.12067, -0.00444, 0.18280], [1.72063, -1.02443, 0.00768], [-1.86790, -0.79763, 0.91435], [2.42534, 0.39707, 0.94198], [-2.41781, 1.56523, -0.40054], [-0.75151, 1.57922, -0.97730], [1.38134, -1.78580, 0.63242], [2.06459, -1.14508, -0.97319]], "forces_ev_per_a": [[0.02, -4.29, 1.87], [-0.60, 2.08, -0.62], [-0.31, 1.25, 0.61], [0.12, 0.05, -0.05], [0.26, 0.38, 0.10], [-1.40, 0.48, 0.41], [2.24, 1.49, -1.71], [-0.53, -1.21, 0.54], [0.22, -0.23, -1.15]], "mulliken_charge": [-0.665, 0.228, -0.700, -0.187, -0.030, 0.320, 0.290, 0.397, 0.347], "homo_lumo_gap_ev": [9.556, 8.026], "homo_ev": [-9.742, -8.563], "largest_force_ev_per_a": 4.7, "energy_ev": -75930.31091, "spin_multiplicity": 1}

***

(5)
{"formula": "C3H4BrF", "method": "ωB97M-V with the def2-TZVPD basis set", "symbols": ["C", "C", "Br", "C", "F", "H", "H", "H", "H"], "positions_angstrom": [[-0.01501, 1.48643, 0.09575], [0.50368, 0.30518, 0.11656], [2.30833, -0.14608, 0.20118], [-0.37761, -1.01592, -0.02731], [-1.78227, -1.31667, 0.27754], [-1.13902, 1.42109, -0.04237], [0.55240, 2.30066, -0.12945], [0.12368, -1.64079, 0.59182], [-0.17418, -1.39391, -1.08372]], "forces_ev_per_a": [[-3.23, -1.10, -0.76], [-2.41, -2.53, 0.08], [0.35, 0.00, -0.11], [-0.08, -0.01, -2.23], [2.15, 2.02, -0.54], [1.45, 0.82, 0.34], [1.16, 2.57, 0.09], [1.25, -2.35, 1.91], [-0.64, 0.59, 1.21]], "mulliken_charge": [-0.602, 0.240, -0.098, -0.488, -0.289, 0.228, 0.366, 0.332, 0.312], "homo_lumo_gap_ev": 10.785, "smiles": "C=C(Br)CF", "homo_ev": -10.018, "largest_force_ev_per_a": 3.5, "energy_ev": -75933.66908, "spin_multiplicity": 1}

***

(6)
{"formula": "C3H4BrI", "method": "ωB97M-V with the def2-TZVPD basis set", "symbols": ["C", "C", "C", "Br", "I", "H", "H", "H", "H"], "positions_angstrom": [[1.47761, 0.41344, 0.22079], [0.22185, -0.01130, 0.37495], [-0.93651, -0.17671, -0.43945], [-1.75995, -1.97381, -0.08921], [-2.47996, 1.27379, -0.08217], [2.09797, 0.32038, 1.12275], [2.00906, 0.64636, -0.72840], [0.02194, -0.02809, 1.48030], [-0.65201, -0.46405, -1.85956]], "forces_ev_per_a": [[0.65, -0.82, -1.01], [1.32, 1.31, 2.99], [-0.72, -2.18, -5.46], [0.32, 0.43, 0.16], [0.51, -0.11, -0.30], [-0.18, 0.57, -0.52], [-0.68, -0.22, 0.66], [-0.41, -0.63, -1.02], [-0.80, 1.65, 4.50]], "mulliken_charge": [-0.646, -0.064, -0.449, -0.086, 0.158, 0.233, 0.266, 0.228, 0.360], "homo_lumo_gap_ev": 9.386, "homo_ev": -9.575, "largest_force_ev_per_a": 5.9, "energy_ev": -81316.22183, "spin_multiplicity": 1}